Model i:
ORCA calculation (ωB97M-V/def2-TZVPD) on an isolated molecule of C5H9IO.

Results
Highest occupied orbital energy   -7.79 eV
SMILES   CCO/C(C)=C\I
Kohn-Sham gap   0.3133 Eh

Geometry as ORCA input:
```
! wB97M-V def2-TZVPD RIJCOSX def2/J DEFGRID3
* xyz 0 1
C -0.2964 2.3771 0.1393
C -0.4570 0.8655 0.2164
O 0.8484 0.3307 0.2490
C 1.0750 -0.9899 0.1277
C -0.0128 -2.0027 0.0915
C 2.4854 -1.3511 -0.0194
I 3.9433 0.1314 0.0780
H -1.2626 2.8699 0.2186
H 0.3474 2.7135 0.9506
H 0.1722 2.6505 -0.8020
H -1.0088 0.4928 -0.6560
H -1.0054 0.5832 1.1256
H -0.6714 -1.8831 0.9520
H 0.4091 -3.0023 0.1046
H -0.6160 -1.8911 -0.8114
H 2.7991 -2.3711 -0.0745
*
```


Model ii:
ORCA calculation (ωB97M-V/def2-TZVPD) on an isolated molecule of C5H9IO.

Results
Highest occupied orbital energy   -9.70 eV
SMILES   CC(C)[C@H](I)C=O
Kohn-Sham gap   0.3484 Eh

Geometry as ORCA input:
```
! wB97M-V def2-TZVPD RIJCOSX def2/J DEFGRID3
* xyz 0 1
C -1.3928 0.1593 1.0145
C -0.1008 0.7453 0.3070
C -0.2704 0.9365 -1.1656
C 1.0014 -0.4578 0.5382
I 3.0465 0.3998 0.2324
C 0.9178 -1.6502 -0.3420
O 0.9052 -2.8056 -0.0524
H -1.8272 -0.6845 0.4481
H -1.2289 0.0775 2.1050
H -2.1725 0.8168 0.8713
H 0.1471 1.6019 0.8116
H 0.6401 0.5264 -1.7193
H -1.1603 0.4023 -1.5913
H -0.3350 1.9599 -1.5873
H 1.0048 -0.6415 1.5653
H 0.8251 -1.3861 -1.4356
*
```


Stability summary: most stable model ii, least stable model i.


Model i:
ORCA calculation (ωB97M-V/def2-TZVPD) on a cluster of 3 separate species, C6H14NS in total.

Results
Highest occupied orbital energy   -2.52 eV
Kohn-Sham gap   0.1393 Eh

Geometry as ORCA input:
```
! wB97M-V def2-TZVPD RIJCOSX def2/J DEFGRID3
* xyz -1 1
C -1.1080 0.4287 0.9140
N 0.1879 0.1079 1.2920
C 1.1782 0.1966 0.2826
C 2.3920 -0.6692 0.7132
S 3.9433 -0.9585 -0.4935
C 1.4009 1.6756 -0.0198
C -1.5710 0.1064 -0.4013
C -2.9444 -0.1815 -0.9202
H -0.2799 2.5600 -0.5957
H -1.8662 0.0049 1.6160
H -0.0719 -3.5180 -0.1569
H 0.9401 -0.1842 -0.7657
H 2.0255 -1.6310 0.9417
H 2.7822 -0.1227 1.6025
H 0.4202 2.0138 -0.3300
H 2.2554 1.9562 -0.7075
H 1.4851 2.1539 0.9961
H -0.4665 -3.1269 0.3675
H -0.8433 0.0515 -1.2007
H -3.0612 0.3451 -1.7654
H -3.0871 -1.2276 -1.2242
H -3.7111 0.0190 -0.1449
*
```


Model ii:
ORCA calculation (ωB97M-V/def2-TZVPD) on a cluster of 2 separate species, C6H14NS in total.

Results
Highest occupied orbital energy   -2.75 eV
Kohn-Sham gap   0.2300 Eh

Geometry as ORCA input:
```
! wB97M-V def2-TZVPD RIJCOSX def2/J DEFGRID3
* xyz -1 1
C -1.1790 -0.0592 1.7376
C 0.1347 0.2944 2.4544
S 0.8234 -1.2274 3.2033
C -1.0136 -1.0925 0.5473
N -1.1488 -0.1561 -0.9905
C 0.5571 2.2282 -2.0441
C 0.0338 -0.6264 -0.5193
C 0.8534 -1.5598 -1.3927
H -1.7042 0.8009 1.3086
H -1.8864 -0.5097 2.4352
H 0.8140 0.7410 1.7350
H -0.0568 1.0455 3.2244
H -2.0122 -1.4448 0.3052
H -0.5040 -1.9266 1.0790
H 1.0039 1.4363 -2.6460
H 1.0643 3.1976 -2.0380
H -0.4039 2.4173 -2.5122
H 0.6445 1.8901 -1.0189
H 0.7597 0.0208 -0.0281
H 1.3495 -1.1030 -2.2467
H 1.6629 -2.0138 -0.8098
H 0.2076 -2.3531 -1.7838
*
```


Stability summary: most stable model ii, least stable model i.


Model i:
ORCA calculation (ωB97M-V/def2-TZVPD) on an isolated molecule of C3H6N2O2.

Results
Highest occupied orbital energy   -8.25 eV
SMILES   C=C(N)O[C@@H]1NO1
Kohn-Sham gap   0.3342 Eh

Geometry as ORCA input:
```
! wB97M-V def2-TZVPD RIJCOSX def2/J DEFGRID3
* xyz 0 1
C -0.7013 -1.3642 1.1354
C -0.8812 -0.2402 0.4460
N -1.5923 -0.0985 -0.7456
O -0.2366 0.9362 0.8485
C 1.0273 1.0037 0.2421
N 1.1199 0.8008 -1.1698
O 1.6267 -0.1608 -0.1450
H -0.9855 -2.3227 0.7143
H -0.2269 -1.3478 2.1073
H -1.3030 0.7217 -1.2609
H -1.4848 -0.9137 -1.3374
H 1.6847 1.7304 0.7236
H 1.9531 1.2551 -1.5585
*
```


Model ii:
ORCA calculation (ωB97M-V/def2-TZVPD) on a structure of composition C3H6N2O2.

Results
Highest occupied orbital energy   -8.98 eV
Kohn-Sham gap   0.3562 Eh

Geometry as ORCA input:
```
! wB97M-V def2-TZVPD RIJCOSX def2/J DEFGRID3
* xyz 0 1
C -1.9541 0.0154 -1.2264
O -1.1806 -0.0435 -0.0323
C 0.1765 0.0215 -0.1785
N 0.8858 0.1229 -1.2211
N 0.7197 -0.0463 1.1176
C 2.0251 -0.0338 1.4064
O 2.2736 -0.1101 2.7216
H -2.9967 -0.0514 -0.9083
H -1.7206 -0.8260 -1.8932
H -1.7936 0.9637 -1.7574
H 0.3264 0.1537 -2.0716
H 0.0506 -0.1128 1.8839
H 3.1880 -0.0533 2.1593
*
```


Model iii:
ORCA calculation (ωB97M-V/def2-TZVPD) on an isolated molecule of C3H6N2O2.

Results
Highest occupied orbital energy   -9.65 eV
SMILES   [H]/N=C1\OCCN1O
Kohn-Sham gap   0.3812 Eh

Geometry as ORCA input:
```
! wB97M-V def2-TZVPD RIJCOSX def2/J DEFGRID3
* xyz 0 1
H 0.9518 -2.1598 0.9203
N 0.9639 -1.7205 -0.0181
C 0.3596 -0.6887 0.1896
O -0.5290 -0.5951 1.2522
C -0.7657 0.7978 1.3512
C -0.4940 1.3633 0.0271
N 0.4828 0.5177 -0.6597
O 0.1808 0.1880 -2.1161
H -0.1063 1.0913 2.3199
H -1.8152 0.6681 1.5144
H -0.0243 2.5002 -0.1531
H -1.6262 1.4339 -0.3834
H 0.6801 -0.6925 -1.9701
*
```


Model iv:
ORCA calculation (ωB97M-V/def2-TZVPD) on an isolated molecule of C3H6N2O2.

Results
Highest occupied orbital energy   -9.81 eV
SMILES   [H]/N=C/OCC(N)=O
Kohn-Sham gap   0.3931 Eh

Geometry as ORCA input:
```
! wB97M-V def2-TZVPD RIJCOSX def2/J DEFGRID3
* xyz 0 1
H 2.1758 0.4195 -1.8634
N 1.5679 -0.0501 -1.1935
C 1.6143 0.5647 -0.0872
O 0.9752 0.2185 1.0340
C -0.0715 -0.7524 0.9739
C -1.3565 -0.0326 0.5659
N -1.5871 0.0883 -0.7632
O -2.1101 0.4312 1.3994
H 2.1690 1.4892 0.1095
H 0.1708 -1.5914 0.3142
H -0.2045 -1.0948 2.0017
H -2.4148 0.5867 -1.0586
H -0.9286 -0.2769 -1.4326
*
```


Stability summary: most stable model iv, least stable model iii.


Model i:
ORCA calculation (ωB97M-V/def2-TZVPD) on a cluster of 2 separate species, C3H12NO2 in total.

Results
Highest occupied orbital energy   -15.05 eV
Kohn-Sham gap   0.4409 Eh

Geometry as ORCA input:
```
! wB97M-V def2-TZVPD RIJCOSX def2/J DEFGRID3
* xyz 1 1
O 0.1219 2.1021 0.2023
C 0.8902 1.6203 -0.8804
C 0.4560 0.2022 -1.2743
N 0.2036 -0.5455 0.0140
C -0.1814 -1.9497 -0.2538
H -0.6730 2.5764 -0.0639
H 1.0358 2.3231 -1.6895
H 1.8545 1.4378 -0.3965
H 1.2215 -0.2620 -1.8832
H -0.5040 0.2336 -1.7931
H -0.5057 0.0028 0.5046
H 1.0770 -0.4236 0.5293
H -1.2531 -1.9945 -0.4484
H -0.0234 -2.5544 0.6257
H 0.2970 -2.3023 -1.1493
H -0.9111 -0.2812 3.2989
H -2.0257 -0.1690 2.2673
O -1.0803 -0.0163 2.3901
*
```


Model ii:
ORCA calculation (ωB97M-V/def2-TZVPD) on a cluster of 3 separate species, C3H12NO2 in total.

Results
Highest occupied orbital energy   -15.64 eV
Kohn-Sham gap   0.4210 Eh

Geometry as ORCA input:
```
! wB97M-V def2-TZVPD RIJCOSX def2/J DEFGRID3
* xyz 1 1
C 0.3356 -2.0194 0.0285
C 1.1001 -0.7954 -0.4889
C 0.9793 1.5421 0.2096
N 0.4130 0.4632 -0.1302
H -0.1178 -1.8165 0.9995
H -0.5147 -2.2058 -0.6189
H 1.0078 -2.8095 0.3479
H 2.1291 -0.5864 -0.2037
H 1.1318 -0.9083 -1.5613
H 0.5012 2.5091 0.1202
H 2.0063 1.5554 0.5675
H -0.5411 0.6920 -0.4451
H -2.1114 0.8409 -2.5413
H -1.8964 -0.6062 -2.0724
O -1.4538 0.2645 -2.1327
H -0.6669 1.6418 3.2014
H -1.6284 1.0660 2.3461
O -0.6736 1.1725 2.3738
*
```


Stability summary: most stable model i, least stable model ii.